Computed, not measured: a cluster of 12 separate species, C4H33NO11S in total at a distorted geometry, with ωB97M-V with the def2-TZVPD basis set.

lowest unoccupied orbital energy	-0.1	eV
energy	-39527.908	eV
SMILES	NCCCCS.O.O.O.O.O.O.O.O.O.O.O
energy relative to the best compared isomer or geometry (same formula, charge and spin)	5.281	eV

Each atom is followed by the atoms it is bonded to, with distances in Å.
Positions of all 50 atoms, in Å:
1 S -0.21321 -1.93684 -4.30237  C15 1.745, H31 1.378
2 O -2.05798 -0.04459 3.80119  H39 0.907, H46 1.020
3 O -1.65169 2.11170 -4.41492  H32 0.917, H49 0.996
4 O 0.39275 1.74897 4.53605  H29 1.015, H48 0.984
5 O 2.43172 -2.23421 0.25512  H26 1.023, H42 0.961
6 O -2.53511 1.11702 1.47420  H33 0.949, H38 0.986
7 O -4.42827 -1.33155 2.32301  H25 1.014, H28 0.938
8 O -3.12337 0.73270 -1.45587  H41 0.994, H43 1.058
9 O 3.40350 -0.19813 2.00849  H19 0.993, H35 1.049
10 O 0.30467 -4.44578 -0.65536  H18 0.930, H45 1.042
11 O 2.56284 -2.59320 3.56110  H36 0.994, H44 0.872
12 O -0.37829 2.34273 1.99636  H21 0.987, H40 0.864
13 N 0.72396 3.00182 -1.69217  C17 1.531, H20 0.941, H27 0.994
14 C 1.03576 0.70813 -1.25848  C16 1.545, C17 1.508, H47 1.166, H50 1.168
15 C 0.78530 -1.01413 -3.20809  S1 1.745, C16 1.581, H22 1.126, H37 1.111
16 C 0.06447 -0.01109 -2.22118  C14 1.545, C15 1.581, H30 1.206, H34 1.106
17 C 1.73965 1.87544 -1.90331  N13 1.531, C14 1.508, H23 1.102, H24 1.173
18 H -0.15609 -4.90379 -1.32012  O10 0.930
19 H 3.53152 -0.52016 2.93894  O9 0.993
20 H -0.03128 2.74383 -2.19003  N13 0.941
21 H 0.40925 2.39367 1.40380  O12 0.987
22 H 1.37670 -1.73945 -2.58278  C15 1.126
23 H 1.86863 1.76097 -2.99174  C17 1.102
24 H 2.67035 2.11586 -1.23022  C17 1.173
25 H -3.60133 -0.75186 2.23639  O7 1.014
26 H 2.48236 -2.02189 -0.74478  O5 1.023
27 H 1.12437 3.85562 -2.00604  N13 0.994
28 H -4.06238 -2.18127 2.17000  O7 0.938
29 H 1.20670 1.37039 4.06230  O4 1.015
30 H -0.79948 -0.58762 -1.60817  C16 1.206
31 H -0.86827 -2.82992 -3.48269  S1 1.378
32 H -1.09571 1.89145 -3.71946  O3 0.917
33 H -2.26247 0.86010 2.34591  O6 0.949
34 H -0.45859 0.69684 -2.89093  C16 1.106
35 H 4.27805 -0.56704 1.56256  O9 1.049
36 H 1.84940 -1.97334 3.86771  O11 0.994
37 H 1.42897 -0.44276 -3.91135  C15 1.111
38 H -3.30441 0.52998 1.28353  O6 0.986
39 H -2.62633 0.27828 4.42989  O2 0.907
40 H -1.13610 2.15495 1.62525  O12 0.864
41 H -3.27465 1.36185 -2.21072  O8 0.994
42 H 2.76633 -1.37240 0.51621  O5 0.961
43 H -2.66825 1.35052 -0.72723  O8 1.058
44 H 2.11341 -2.94232 2.89991  O11 0.872
45 H 1.34108 -4.36482 -0.73245  O10 1.042
46 H -1.17259 -0.17397 4.29047  O2 1.020
47 H 1.67607 -0.06205 -0.66160  C14 1.166
48 H -0.08407 2.02058 3.71892  O4 0.984
49 H -1.75800 1.14588 -4.63236  O3 0.996
50 H 0.18011 1.07496 -0.55287  C14 1.168

Computed, not measured: an isolated molecule of C4H4FN at a distorted geometry, with ωB97M-V with the def2-TZVPD basis set.

lowest unoccupied orbital energy (spin up / spin down)	0.6 / -3.0	eV
energy	-8414.680	eV
⟨S²⟩	2.018
spin multiplicity	3
energy relative to the best compared isomer or geometry (same formula, charge and spin)	0.000	eV

Each atom is followed by the atoms it is bonded to, with distances in Å.
Positions of all 10 atoms, in Å:
1 F -1.32780 -1.22819 0.72479  C5 1.370
2 N -2.86371 1.63620 -0.38939  C4 1.158
3 C 0.29048 0.27905 -0.11197  C5 1.350, C6 1.454, H7 1.127
4 C -2.01970 0.89093 -0.12030  N2 1.158, C5 1.403
5 C -0.99674 -0.02976 0.15054  F1 1.370, C3 1.350, C4 1.403
6 C 1.46315 -0.55595 0.08979  C3 1.454, H8 1.005, H9 1.008, H10 1.049
7 H 0.52987 1.23467 -0.65921  C3 1.127
8 H 1.86108 -0.09443 0.88902  C6 1.005
9 H 1.17509 -1.49999 0.29302  C6 1.008
10 H 1.88827 -0.63255 -0.86629  C6 1.049